A structure of composition C31H32MoN9S2 in a non-equilibrium geometry, computed with ωB97M-V/def2-TZVPD.

Results
highest occupied orbital energy (spin up / spin down)	-15.95 / -15.96	eV
frontier orbital gap (spin up / spin down)	0.2080 / 0.2051	hartree
max |F|	1.56	eV/A
M	690.73	g/mol
charge	+3
DFT total energy	-69580.4188	eV

Geometry (Å):
Mo 0.06 -0.28 1.24
C -4.37 3.76 -2.42
C -3.29 3.02 -1.71
C -2.00 3.04 -2.24
C -0.95 2.49 -1.54
C -1.16 1.85 -0.31
N -0.05 1.43 0.43
C 0.91 2.39 0.73
C 0.49 3.70 1.05
C 1.39 4.65 1.47
C 2.75 4.35 1.58
C 3.70 5.38 2.08
C 3.17 3.07 1.24
C 2.28 2.08 0.83
N 2.77 0.80 0.50
C 4.02 0.52 0.08
C 4.16 -0.85 0.05
C 2.94 -1.35 0.48
N 2.09 -0.34 0.74
C -2.48 1.73 0.17
C -3.52 2.32 -0.53
N -2.71 1.08 1.40
C -3.75 1.28 2.24
C -3.62 0.39 3.29
C -2.46 -0.33 3.01
N -1.91 0.09 1.86
H -3.98 4.71 -2.79
H -5.22 3.96 -1.78
H -4.72 3.21 -3.29
H -1.81 3.52 -3.18
H 0.06 2.57 -1.92
H -0.56 3.93 0.97
H 1.04 5.64 1.71
H 3.45 6.36 1.70
H 4.73 5.15 1.83
H 3.63 5.44 3.17
H 4.22 2.83 1.32
H 4.72 1.28 -0.19
H 5.03 -1.41 -0.24
H 2.65 -2.37 0.62
H -4.53 2.26 -0.14
H -4.49 2.03 2.08
H -4.28 0.27 4.13
H -2.00 -1.12 3.58
N -1.96 -2.98 1.43
C -0.95 -3.05 0.53
N -0.34 -1.97 0.03
C 0.52 -2.35 -0.99
C 1.16 -1.50 -1.88
C 2.03 -2.04 -2.82
C 2.27 -3.41 -2.86
C 1.60 -4.28 -2.02
C 0.70 -3.74 -1.11
S -0.37 -4.58 -0.01
H -2.55 -2.15 1.42
H -2.45 -3.85 1.62
H 0.94 -0.43 -1.86
H 2.50 -1.40 -3.54
H 2.96 -3.82 -3.58
H 1.74 -5.35 -2.07
C 0.56 -1.89 5.91
N 0.08 -0.54 5.92
C -0.52 0.05 7.12
C -0.84 1.49 6.69
N -0.46 1.49 5.28
C 0.11 0.34 4.94
S 0.95 0.04 3.45
H 1.45 -1.98 6.55
H 0.83 -2.19 4.90
H -0.20 -2.57 6.30
H 0.18 0.00 7.96
H -1.42 -0.52 7.39
H -0.25 2.23 7.25
H -1.89 1.75 6.80
H -0.38 2.34 4.74

Electronic structure analysis, Mulliken charges in units of e: atom 1 (Mo): -0.064, atom 2 (C): -1.533, atom 3 (C): 0.200, atom 4 (C): -0.946, atom 5 (C): -0.257, atom 6 (C): -0.273, atom 7 (N): 1.373, atom 8 (C): 0.939, atom 9 (C): -0.117, atom 10 (C): -1.108, atom 11 (C): 0.276, atom 12 (C): -1.635, atom 13 (C): -0.719, atom 14 (C): -0.218, atom 15 (N): 0.008, atom 16 (C): -0.050, atom 17 (C): -1.318, atom 18 (C): -0.747, atom 19 (N): 0.692, atom 20 (C): 0.378, atom 21 (C): -0.448, atom 22 (N): -0.490, atom 23 (C): -0.072, atom 24 (C): -1.415, atom 25 (C): -0.593, atom 26 (N): 1.108, atom 27 (H): 0.418, atom 28 (H): 0.394, atom 29 (H): 0.336, atom 30 (H): 0.504, atom 31 (H): 0.551, atom 32 (H): 0.554, atom 33 (H): 0.494, atom 34 (H): 0.415, atom 35 (H): 0.397, atom 36 (H): 0.326, atom 37 (H): 0.553, atom 38 (H): 0.592, atom 39 (H): 0.519, atom 40 (H): 0.618, atom 41 (H): 0.513, atom 42 (H): 0.507, atom 43 (H): 0.551, atom 44 (H): 0.755, atom 45 (N): -0.336, atom 46 (C): 0.359, atom 47 (N): -0.280, atom 48 (C): -0.810, atom 49 (C): 0.129, atom 50 (C): -0.860, atom 51 (C): -0.658, atom 52 (C): -0.564, atom 53 (C): 1.059, atom 54 (S): -0.159, atom 55 (H): 0.208, atom 56 (H): 0.277, atom 57 (H): 0.517, atom 58 (H): 0.491, atom 59 (H): 0.461, atom 60 (H): 0.477, atom 61 (C): -0.836, atom 62 (N): 0.098, atom 63 (C): -0.523, atom 64 (C): -0.556, atom 65 (N): 0.043, atom 66 (C): 0.389, atom 67 (S): -0.349, atom 68 (H): 0.347, atom 69 (H): 0.235, atom 70 (H): 0.333, atom 71 (H): 0.353, atom 72 (H): 0.333, atom 73 (H): 0.343, atom 74 (H): 0.305, atom 75 (H): 0.203



A structure of composition C29H33CoN3 in a non-equilibrium geometry, computed with ωB97M-V/def2-TZVPD.

Results
highest occupied orbital energy (spin up / spin down)	-14.39 / -14.56	eV
frontier orbital gap (spin up / spin down)	0.2544 / 0.2867	hartree
max |F|	2.90	eV/A
2S+1	2
expectation value of S²	0.77
M	482.54	g/mol
charge	+2
DFT total energy	-72693.7731	eV

Geometry (Å):
Co -0.34 -0.31 0.81
C 1.12 -1.95 3.32
C 1.49 -2.50 1.98
C 2.50 -3.45 1.84
C 2.79 -3.95 0.59
C 2.05 -3.52 -0.51
C 1.06 -2.59 -0.31
N 0.81 -2.06 0.92
C 0.12 -2.14 -1.36
C -0.06 -2.70 -2.62
C -1.14 -2.28 -3.38
C -2.05 -1.36 -2.86
C -1.81 -0.84 -1.60
N -0.71 -1.19 -0.94
C -2.74 -0.03 -0.78
C -3.91 0.52 -1.25
C -4.75 1.18 -0.35
C -4.40 1.22 0.99
C -3.20 0.64 1.41
C -2.78 0.65 2.85
N -2.38 0.05 0.53
H 1.99 -1.72 3.92
H 0.54 -2.71 3.86
H 0.49 -1.06 3.22
H 3.05 -3.78 2.71
H 3.58 -4.68 0.46
H 2.24 -3.92 -1.50
H 0.59 -3.48 -2.98
H -1.31 -2.70 -4.36
H -2.94 -1.10 -3.42
H -4.18 0.44 -2.29
H -5.67 1.63 -0.69
H -5.04 1.70 1.71
H -3.65 0.50 3.49
H -2.34 1.62 3.12
H -2.06 -0.14 3.04
C 1.70 0.83 -3.07
C 1.36 1.16 -1.64
C 2.20 0.71 -0.61
C 3.53 0.11 -0.96
C 1.83 0.90 0.73
C 2.80 0.52 1.82
C 0.64 1.63 1.05
C 0.49 2.14 2.47
C -0.15 2.15 -0.01
C -1.34 3.03 0.28
C 0.22 1.93 -1.34
C -0.57 2.57 -2.45
H 2.31 1.62 -3.53
H 0.80 0.72 -3.68
H 2.26 -0.09 -3.14
H 3.48 -0.98 -1.06
H 4.27 0.33 -0.19
H 3.91 0.52 -1.89
H 3.57 1.30 1.89
H 3.30 -0.42 1.61
H 2.33 0.45 2.80
H 0.49 1.35 3.22
H -0.42 2.72 2.61
H 1.33 2.80 2.70
H -1.04 4.07 0.23
H -1.77 2.85 1.26
H -2.13 2.87 -0.46
H -1.50 2.03 -2.64
H -0.01 2.61 -3.38
H -0.83 3.60 -2.19

Electronic structure analysis, natural (NBO) charges in units of e: atom 1 (Co): 1.290, atom 2 (C): -0.644, atom 3 (C): 0.266, atom 4 (C): -0.219, atom 5 (C): -0.108, atom 6 (C): -0.212, atom 7 (C): 0.144, atom 8 (N): -0.536, atom 9 (C): 0.270, atom 10 (C): -0.216, atom 11 (C): -0.106, atom 12 (C): -0.201, atom 13 (C): 0.192, atom 14 (N): -0.442, atom 15 (C): 0.163, atom 16 (C): -0.212, atom 17 (C): -0.108, atom 18 (C): -0.218, atom 19 (C): 0.276, atom 20 (C): -0.658, atom 21 (N): -0.538, atom 22 (H): 0.256, atom 23 (H): 0.265, atom 24 (H): 0.194, atom 25 (H): 0.253, atom 26 (H): 0.254, atom 27 (H): 0.244, atom 28 (H): 0.251, atom 29 (H): 0.257, atom 30 (H): 0.252, atom 31 (H): 0.245, atom 32 (H): 0.255, atom 33 (H): 0.253, atom 34 (H): 0.266, atom 35 (H): 0.244, atom 36 (H): 0.216, atom 37 (C): -0.660, atom 38 (C): 0.024, atom 39 (C): 0.009, atom 40 (C): -0.654, atom 41 (C): -0.058, atom 42 (C): -0.662, atom 43 (C): -0.137, atom 44 (C): -0.656, atom 45 (C): -0.022, atom 46 (C): -0.656, atom 47 (C): 0.003, atom 48 (C): -0.650, atom 49 (H): 0.254, atom 50 (H): 0.228, atom 51 (H): 0.228, atom 52 (H): 0.225, atom 53 (H): 0.239, atom 54 (H): 0.244, atom 55 (H): 0.256, atom 56 (H): 0.229, atom 57 (H): 0.225, atom 58 (H): 0.216, atom 59 (H): 0.232, atom 60 (H): 0.252, atom 61 (H): 0.256, atom 62 (H): 0.215, atom 63 (H): 0.230, atom 64 (H): 0.218, atom 65 (H): 0.241, atom 66 (H): 0.243



DFT total energy of number 2 (C29H33CoN3)?
-72693.7731 eV